Entry 1:
{
  "formula": "C29H38N10PRbS2Si",
  "method": "ωB97M-V/def2-TZVPD",
  "homo_ev": -5.98,
  "homo_lumo_gap_ev": 6.18,
  "fmax_ev_per_a": 0.666,
  "species": ["Rb", "C", "N", "C", "C", "N", "C", "P", "C", "N", "C", "C", "N", "C", "C", "N", "C", "C", "N", "C", "H", "H", "H", "H", "H", "H", "H", "H", "H", "H", "H", "H", "H", "H", "H", "C", "C", "N", "C", "C", "S", "C", "C", "S", "C", "N", "C", "H", "H", "H", "H", "H", "H", "H", "H", "C", "C", "C", "C", "C", "C", "N", "N", "Si", "C", "C", "C", "H", "H", "H", "H", "H", "H", "H", "H", "H", "H", "H", "H", "H", "H", "H"],
  "coordinates": [[0.526, 0.383, -0.639], [-3.732, -3.068, -3.823], [-2.573, -2.190, -3.800], [-1.974, -1.633, -4.893], [-0.937, -0.881, -4.412], [-0.895, -0.955, -3.051], [-1.885, -1.749, -2.702], [-2.309, -2.329, -1.033], [-2.510, -0.729, -0.177], [-2.217, 0.461, -0.664], [-2.646, 1.366, 0.268], [-3.195, 0.716, 1.335], [-3.123, -0.618, 1.041], [-3.546, -1.695, 1.918], [-0.674, -2.961, -0.504], [0.517, -2.523, -0.868], [1.418, -3.403, -0.343], [0.769, -4.386, 0.350], [-0.561, -4.108, 0.236], [-1.631, -4.855, 0.877], [-4.075, -3.153, -4.851], [-4.538, -2.660, -3.217], [-3.476, -4.059, -3.453], [-2.329, -1.822, -5.892], [-0.222, -0.296, -4.969], [-2.503, 2.426, 0.139], [-3.598, 1.073, 2.267], [-4.421, -1.377, 2.480], [-2.752, -1.961, 2.616], [-3.814, -2.564, 1.318], [2.480, -3.284, -0.490], [1.126, -5.228, 0.917], [-1.199, -5.735, 1.346], [-2.375, -5.167, 0.147], [-2.108, -4.255, 1.650], [-0.715, 2.583, -4.064], [0.782, 2.577, -4.066], [1.501, 2.029, -3.139], [2.852, 2.207, -3.365], [3.152, 2.888, -4.499], [1.713, 3.349, -5.301], [3.799, 1.684, -2.362], [5.147, 1.855, -2.325], [5.783, 1.111, -0.923], [4.197, 0.619, -0.460], [3.282, 0.978, -1.304], [3.908, -0.133, 0.804], [-1.071, 1.922, -3.275], [-1.117, 2.235, -5.016], [-1.095, 3.590, -3.884], [4.122, 3.147, -4.891], [5.779, 2.384, -3.019], [4.807, -0.279, 1.400], [3.483, -1.110, 0.569], [3.166, 0.408, 1.397], [1.233, 4.398, -0.326], [0.906, 3.860, 1.045], [0.665, 4.720, 2.103], [0.352, 4.138, 3.335], [0.287, 2.776, 3.462], [0.535, 1.928, 2.333], [0.851, 2.530, 1.143], [0.474, 0.592, 2.347], [0.224, -0.429, 3.666], [1.591, -0.387, 4.950], [0.142, -2.178, 2.974], [-1.403, -0.177, 4.596], [1.764, 5.350, -0.266], [0.319, 4.564, -0.904], [1.841, 3.678, -0.872], [0.734, 5.792, 1.978], [0.163, 4.768, 4.199], [0.050, 2.327, 4.419], [2.547, -0.663, 4.497], [1.398, -1.070, 5.783], [1.700, 0.622, 5.359], [1.116, -2.491, 2.587], [-0.555, -2.188, 2.129], [-0.186, -2.915, 3.715], [-1.377, 0.700, 5.247], [-1.645, -1.044, 5.219], [-2.221, -0.024, 3.885]],
  "forces_ev_per_a": [[0.47, -0.02, -0.18], [0.06, 0.04, -0.02], [-0.09, 0.01, 0.02], [0.02, -0.04, 0.03], [-0.02, 0.04, 0.06], [-0.04, -0.03, -0.17], [0.04, -0.03, 0.04], [0.03, 0.04, -0.01], [-0.01, 0.05, 0.02], [-0.66, 0.10, 0.04], [0.09, -0.02, 0.01], [0.02, -0.09, -0.04], [0.01, -0.07, 0.05], [0.02, 0.05, -0.06], [0.05, -0.03, -0.06], [0.03, -0.29, 0.13], [-0.03, 0.08, -0.01], [-0.04, 0.01, 0.01], [-0.11, -0.05, 0.00], [0.08, 0.03, 0.00], [0.00, 0.00, -0.01], [0.00, 0.01, 0.01], [0.01, -0.01, 0.01], [0.01, 0.00, 0.02], [-0.01, -0.01, 0.01], [0.00, -0.01, -0.01], [-0.01, 0.00, -0.02], [0.00, 0.01, 0.01], [0.00, 0.00, 0.01], [-0.02, 0.00, -0.02], [-0.01, 0.00, -0.01], [-0.01, 0.01, -0.02], [0.00, -0.02, -0.02], [-0.01, 0.02, -0.01], [0.01, 0.01, 0.01], [0.05, -0.02, 0.00], [-0.01, -0.01, 0.08], [0.06, 0.03, -0.02], [-0.05, -0.14, 0.19], [0.06, 0.09, -0.07], [-0.02, -0.01, -0.09], [-0.26, -0.01, -0.02], [0.10, 0.03, -0.03], [0.07, 0.03, 0.04], [-0.02, 0.01, 0.00], [0.12, -0.03, 0.03], [-0.02, 0.07, -0.05], [0.02, 0.01, 0.00], [0.00, 0.02, -0.01], [0.01, 0.00, 0.01], [-0.01, -0.01, 0.02], [-0.02, -0.02, 0.01], [0.01, 0.01, 0.00], [0.02, 0.00, -0.01], [-0.01, 0.01, -0.03], [0.01, 0.02, -0.01], [0.02, -0.08, 0.02], [0.02, -0.02, 0.03], [0.00, 0.02, 0.00], [0.01, -0.05, -0.04], [-0.02, -0.03, -0.06], [-0.03, 0.21, 0.19], [0.06, 0.15, -0.03], [-0.03, 0.04, -0.18], [0.12, 0.02, 0.12], [-0.01, -0.07, -0.03], [-0.14, 0.04, 0.04], [-0.02, 0.00, 0.00], [0.00, -0.02, 0.01], [0.01, 0.00, 0.00], [-0.01, -0.01, 0.00], [0.00, -0.01, 0.00], [0.00, 0.00, 0.00], [-0.02, 0.01, 0.02], [0.01, 0.02, -0.02], [0.02, -0.04, 0.00], [-0.04, 0.02, 0.01], [0.03, -0.02, 0.03], [0.01, 0.02, -0.03], [0.00, -0.01, 0.00], [0.00, 0.02, -0.01], [0.02, -0.01, 0.07]],
  "mulliken_charge": [0.571, -0.851, 0.230, -0.606, -0.673, 0.442, -0.265, -0.496, 0.088, -0.344, -0.865, -0.421, 0.435, -0.942, 0.132, 0.026, -0.745, -0.502, 0.368, -0.805, 0.318, 0.331, 0.304, 0.395, 0.581, 0.462, 0.560, 0.390, 0.219, 0.416, 0.555, 0.425, 0.318, 0.342, 0.223, -1.033, 0.407, 0.333, -0.355, -0.505, -0.278, -0.167, -0.526, -0.228, 0.332, 0.527, -0.594, 0.028, 0.415, 0.404, 0.430, 0.425, 0.484, -0.050, 0.029, -0.965, 0.278, -0.826, -0.713, -0.525, 0.033, 0.469, 0.509, -0.348, -1.131, -0.327, -0.912, 0.479, 0.178, -0.023, 0.425, 0.400, 0.242, 0.290, 0.344, 0.301, 0.324, -0.463, 0.419, 0.400, 0.360, 0.090]
}

***

Entry 2:
{
  "formula": "C36H52CuN3OP2",
  "method": "ωB97M-V/def2-TZVPD",
  "homo_ev": [-9.53, -9.60],
  "multiplicity": 2,
  "total_charge": 1,
  "homo_lumo_gap_ev": [7.04, 5.76],
  "fmax_ev_per_a": 4.951,
  "s_squared": 0.7729,
  "species": ["C", "C", "C", "C", "C", "H", "H", "H", "N", "P", "P", "C", "H", "H", "C", "O", "C", "H", "C", "C", "C", "C", "C", "H", "H", "H", "C", "H", "H", "H", "C", "H", "H", "H", "C", "H", "H", "H", "C", "H", "H", "H", "C", "H", "H", "H", "C", "H", "H", "H", "C", "H", "H", "H", "C", "H", "H", "H", "C", "H", "H", "H", "C", "H", "H", "H", "C", "H", "H", "H", "Cu", "N", "C", "C", "C", "C", "C", "H", "C", "H", "C", "H", "H", "H", "C", "C", "C", "N", "C", "C", "H", "H", "H", "H", "H"],
  "coordinates": [[2.458, -0.896, -0.048], [0.994, -0.474, -1.847], [3.495, -1.217, -0.912], [2.043, -0.861, -2.745], [3.283, -1.228, -2.274], [4.457, -1.434, -0.479], [1.816, -0.982, -3.798], [4.063, -1.498, -2.950], [1.252, -0.461, -0.484], [1.068, -1.193, 2.375], [-1.029, 1.416, -1.602], [2.658, -1.052, 1.457], [3.266, -1.933, 1.678], [3.221, -0.199, 1.858], [-1.166, 1.056, 1.851], [-1.802, 1.687, 2.543], [-0.170, 0.177, -2.445], [-0.550, -0.280, -3.331], [-2.906, 1.447, -2.061], [-0.087, 2.801, -2.575], [0.709, -3.046, 2.367], [1.442, -0.476, 4.063], [-3.715, 0.983, -0.835], [-3.502, 1.615, 0.038], [-4.779, 1.069, -1.098], [-3.523, -0.060, -0.574], [-3.362, 2.874, -2.397], [-3.164, 3.556, -1.561], [-2.897, 3.261, -3.312], [-4.451, 2.837, -2.554], [-3.168, 0.509, -3.235], [-4.245, 0.562, -3.448], [-2.646, 0.814, -4.148], [-2.897, -0.523, -2.982], [-0.430, 4.162, -1.967], [-0.442, 4.103, -0.872], [0.344, 4.887, -2.261], [-1.399, 4.541, -2.305], [1.421, 2.569, -2.384], [1.680, 2.483, -1.321], [1.761, 1.659, -2.890], [1.979, 3.410, -2.822], [-0.462, 2.692, -4.068], [-0.920, 1.733, -4.345], [-1.147, 3.494, -4.373], [0.455, 2.781, -4.672], [0.206, -0.623, 4.970], [0.415, -0.080, 5.902], [-0.696, -0.185, 4.522], [0.008, -1.668, 5.236], [1.752, 1.025, 3.897], [2.701, 1.189, 3.374], [0.957, 1.555, 3.362], [1.845, 1.461, 4.902], [2.657, -1.154, 4.708], [2.965, -0.523, 5.552], [2.424, -2.142, 5.115], [3.508, -1.236, 4.021], [0.714, -3.588, 0.925], [0.555, -4.677, 0.980], [-0.105, -3.171, 0.336], [1.661, -3.399, 0.405], [-0.694, -3.289, 2.958], [-1.471, -2.773, 2.379], [-0.898, -4.368, 2.907], [-0.775, -2.980, 4.008], [1.765, -3.828, 3.157], [2.789, -3.611, 2.822], [1.685, -3.674, 4.240], [1.574, -4.892, 2.957], [-0.158, -0.077, 0.860], [-1.633, -1.315, 0.076], [-1.715, -1.868, -0.976], [-1.943, -2.725, -2.122], [-2.937, -3.590, -1.676], [-1.290, -2.942, -3.374], [-3.344, -4.682, -2.400], [-3.367, -3.382, -0.704], [-1.744, -4.058, -4.107], [-0.490, -2.273, -3.711], [-2.745, -4.914, -3.638], [-4.113, -5.296, -1.973], [-1.280, -4.256, -5.061], [-3.063, -5.777, -4.241], [1.945, 5.194, 2.181], [0.550, 5.085, 2.219], [-0.048, 3.929, 1.696], [0.654, 2.924, 1.166], [1.987, 3.032, 1.118], [2.678, 4.148, 1.611], [2.442, 6.074, 2.584], [-0.100, 5.851, 2.641], [-1.136, 3.826, 1.726], [2.543, 2.197, 0.680], [3.760, 4.162, 1.534]],
  "forces_ev_per_a": [[-0.64, 0.24, 0.16], [1.40, 0.98, -0.27], [0.08, 0.13, 0.54], [-1.10, -0.87, 0.42], [-0.56, 0.36, 0.13], [0.15, -0.25, -0.03], [0.00, 0.38, -0.01], [0.39, -0.16, -0.34], [0.60, -0.30, -1.80], [-0.23, -0.27, -0.20], [-0.38, 1.75, 0.78], [0.17, -0.02, 0.06], [0.15, 0.08, -0.29], [-0.17, -0.06, -0.13], [-1.18, 1.34, 0.41], [0.04, -0.30, 0.10], [0.35, -2.12, 1.15], [-0.01, -0.14, -0.75], [0.96, -0.09, -0.35], [-0.49, -0.13, 0.17], [0.32, 0.16, 0.54], [0.11, -0.50, -0.05], [0.10, 0.02, -0.21], [-0.13, -0.15, -0.16], [0.18, 0.05, 0.19], [-0.02, 0.27, 0.00], [-0.09, -0.16, -0.03], [-0.09, -0.10, -0.22], [-0.18, -0.09, 0.31], [0.23, 0.11, 0.02], [-0.46, 0.15, 0.01], [0.13, -0.28, -0.09], [-0.08, -0.10, 0.16], [-0.18, 0.21, -0.20], [0.05, 0.28, 0.00], [0.06, 0.08, -0.28], [-0.25, -0.07, 0.06], [0.25, -0.04, 0.08], [0.06, -0.20, -0.02], [-0.06, 0.08, -0.31], [-0.03, 0.32, 0.07], [-0.21, -0.12, 0.17], [0.35, 0.27, -0.39], [0.21, 0.38, 0.10], [0.22, -0.21, 0.02], [-0.30, 0.10, 0.04], [0.16, 0.07, 0.09], [-0.12, -0.12, -0.13], [0.19, -0.13, 0.07], [0.06, 0.29, -0.06], [-0.10, -0.18, -0.06], [-0.18, 0.04, 0.08], [0.19, -0.07, 0.11], [0.00, -0.06, -0.23], [0.03, 0.23, 0.46], [0.11, -0.17, -0.07], [0.10, 0.29, -0.14], [-0.15, 0.01, 0.17], [-0.04, 0.14, 0.01], [0.13, 0.30, -0.04], [0.24, -0.02, 0.10], [-0.16, -0.12, 0.09], [0.05, -0.11, -0.02], [0.21, -0.05, 0.12], [-0.01, 0.21, 0.06], [0.02, -0.14, -0.34], [-0.28, -0.47, 0.00], [-0.22, -0.05, 0.17], [0.04, -0.07, -0.36], [0.20, 0.11, 0.19], [-0.15, -0.40, 0.32], [-0.45, -2.45, -4.28], [1.08, 2.38, 2.81], [0.27, -0.45, 0.22], [-0.37, -0.24, 0.14], [-0.88, -0.21, 1.12], [0.28, 0.08, -0.67], [-0.13, -0.17, -0.06], [0.36, 0.75, 0.38], [-0.41, -0.54, 0.04], [-0.21, -0.20, 0.06], [-0.19, -0.39, -0.19], [0.01, -0.05, -0.12], [0.27, 0.51, 0.27], [-0.28, -0.27, -0.14], [-0.02, -0.47, -0.22], [0.67, 0.52, 0.18], [0.30, 0.25, 0.07], [-0.13, 0.69, 0.42], [-0.44, -0.31, -0.13], [-0.08, -0.20, -0.10], [0.35, -0.08, -0.07], [0.33, -0.02, -0.07], [-0.22, 0.17, 0.11], [-0.14, 0.16, 0.10]],
  "mulliken_spin": [-0.030, 0.055, 0.122, 0.169, -0.017, -0.001, -0.008, 0.001, 0.087, 0.003, 0.037, -0.011, -0.005, 0.002, -0.009, 0.000, 0.432, -0.046, 0.022, 0.093, 0.002, -0.003, 0.002, -0.004, 0.001, 0.001, 0.009, -0.001, 0.000, 0.000, 0.011, 0.000, 0.000, -0.008, 0.013, -0.001, 0.002, 0.002, 0.045, -0.008, -0.024, 0.001, 0.009, 0.001, 0.001, 0.004, 0.000, 0.000, 0.000, 0.000, 0.000, 0.000, 0.000, 0.000, 0.000, 0.000, 0.000, 0.000, 0.001, 0.000, -0.003, 0.000, -0.001, 0.000, 0.000, 0.000, 0.000, 0.000, 0.000, 0.000, 0.035, 0.025, -0.025, 0.020, -0.001, -0.001, 0.000, 0.000, -0.002, 0.004, 0.000, 0.000, 0.000, 0.000, 0.001, 0.000, 0.002, -0.007, -0.001, 0.000, 0.000, 0.000, 0.000, 0.002, 0.000]
}